C30H37BeBrF3NO3S2Si as an isolated structure, computed with wB97M-V/def2-TZVPD.

```
79
Properties=species:S:1:pos:R:3:forces:R:3:mulliken_charge:R:1
Br 1.82170 -2.92893 -1.70235 0.14 -0.24 0.20 -0.71
S 1.16454 0.58295 -0.39274 -0.01 0.17 0.08 0.28
S 4.39479 1.73713 -3.84832 -0.14 -0.04 -0.02 -0.30
Si 0.94571 -0.05497 1.53561 0.16 -0.18 -0.18 -2.42
F -7.84317 -2.71505 -2.61061 0.00 0.00 0.01 -0.30
F -8.02251 -0.56170 -2.49950 0.00 0.01 0.01 -0.27
F -7.81484 -1.52220 -4.41544 0.00 0.00 -0.01 -0.28
O -0.55351 -0.61080 1.95786 -0.05 0.11 0.11 0.40
O 1.97081 -1.24854 2.05640 -0.17 0.13 0.15 0.79
O 1.23632 1.21500 2.57804 0.00 -0.06 0.04 0.12
N 0.46893 2.01990 -3.44023 0.00 -0.01 -0.02 -0.10
C 1.36727 3.49617 3.13658 -0.01 0.00 -0.01 -1.87
C -2.61972 -1.70370 2.14099 0.02 0.00 0.01 -1.94
C 3.38172 -1.30594 2.18469 0.12 -0.11 -0.13 1.92
C -3.73868 -2.29089 -2.36347 0.01 0.01 0.01 -0.45
C -0.67145 -2.88927 1.12760 0.04 0.00 0.02 -0.95
C 1.75153 2.37620 -3.33327 -0.06 0.03 0.05 0.52
C -0.46914 2.94106 -3.28378 0.00 -0.03 -0.01 0.09
C -7.36510 -1.56663 -3.13323 0.00 0.00 -0.01 0.85
C -0.29252 1.96281 4.23710 0.00 -0.03 -0.03 -1.66
C 2.59683 -0.02099 -3.08365 -0.07 0.02 0.33 -0.73
C 3.79638 -0.61578 3.48448 -0.06 0.01 -0.02 -1.66
C 2.74739 1.30370 -3.40727 0.18 0.06 -0.14 1.11
C -3.09147 -1.15037 -2.87093 -0.01 -0.04 0.02 0.31
C 3.87209 -0.67498 -3.22311 0.00 -0.03 -0.13 -0.55
C -0.20914 4.28371 -3.05626 0.04 0.01 0.01 -0.71
C 1.12376 4.67191 -2.99269 -0.04 0.02 -0.01 -0.42
C 4.90324 0.11913 -3.61776 0.02 0.03 -0.03 -0.56
C -5.26706 -0.30773 -3.54930 -0.03 -0.02 0.00 -0.72
C -5.88620 -1.44538 -3.03503 0.02 -0.01 0.01 0.48
C -0.47461 -0.89274 -2.65151 0.00 -0.06 0.22 -4.18
C -1.10614 -1.89446 2.19591 -0.06 -0.01 -0.05 2.10
C -1.68622 -1.00638 -2.76997 0.01 0.02 -0.14 4.17
C -3.89798 -0.16323 -3.46860 0.00 0.02 -0.02 -0.74
C 2.11105 3.71858 -3.12781 0.02 -0.03 0.02 -0.79
C 4.08789 -0.66531 0.99307 -0.02 0.04 -0.01 -1.50
C -0.60601 2.66271 1.85400 0.03 -0.01 -0.01 -1.56
C 3.72106 -2.79327 2.24467 0.00 -0.01 -0.03 -1.84
C -5.11125 -2.43582 -2.44148 -0.03 0.01 -0.02 -0.58
C 0.42040 2.31657 2.93124 -0.02 0.01 0.02 1.93
C -0.67925 -2.36914 3.58562 0.04 -0.01 -0.04 -1.58
Be 1.22696 -0.79603 -2.13214 -0.08 0.21 -0.40 0.22
H 3.84979 0.39694 0.92437 0.03 0.01 0.01 0.28
H -1.17348 3.54573 2.16201 -0.02 0.00 -0.01 0.51
H -0.91639 1.08319 4.07039 -0.01 0.01 0.01 0.14
H 4.79603 -2.94044 2.38035 0.00 -0.01 0.00 0.44
H -1.01546 4.99382 -2.92409 -0.01 -0.01 -0.01 0.37
H -2.90191 -1.33072 1.15540 -0.01 -0.02 -0.01 0.38
H 1.38831 5.70900 -2.81739 0.00 0.00 0.01 0.39
H 5.93535 -0.15152 -3.78708 -0.01 -0.04 0.00 0.43
H 3.31097 -1.09896 4.33632 0.00 0.00 0.00 0.33
H -2.93311 -0.97303 2.89071 0.00 0.00 0.01 0.33
H 0.40960 -2.39977 3.63520 -0.01 -0.02 0.00 0.04
H 4.88059 -0.67293 3.61365 0.00 0.00 0.02 0.43
H -5.86996 0.46385 -4.01435 0.02 0.02 0.00 0.34
H -1.49199 2.57791 -3.34409 -0.01 0.00 0.02 0.17
H 3.76224 -1.12725 0.06005 -0.01 -0.03 0.02 0.14
H -3.12998 -3.05686 -1.90160 -0.01 -0.01 0.01 0.48
H 3.19000 -3.26219 3.07671 0.01 0.00 0.02 0.34
H 3.15450 3.99109 -3.03820 0.00 -0.01 0.02 0.29
H 5.17056 -0.78325 1.09883 0.01 -0.01 0.00 0.50
H 3.40828 -3.27523 1.31695 0.00 0.02 -0.02 0.33
H -5.58680 -3.32205 -2.04240 0.02 0.00 0.02 0.40
H 3.48784 0.42961 3.46171 0.01 0.01 0.01 0.20
H -3.41645 0.72000 -3.86656 0.00 0.00 0.00 0.42
H 3.99721 -1.73085 -3.02111 -0.01 0.01 0.05 0.33
H -0.92100 2.78838 4.58290 0.00 0.01 0.01 0.43
H 2.12776 3.23765 3.87661 -0.01 0.00 0.01 0.34
H -0.93119 -2.52662 0.13264 0.00 0.05 -0.04 -0.01
H 0.44348 1.72339 5.00800 0.00 0.01 0.01 0.33
H -3.13672 -2.64876 2.32686 -0.01 0.01 0.00 0.41
H -1.29606 1.83213 1.69840 0.00 0.01 0.01 0.18
H 1.86605 3.72445 2.19348 0.01 0.01 0.01 0.35
H -1.16181 -3.85327 1.29319 0.01 -0.01 -0.01 0.53
H -1.04662 -1.68018 4.35068 0.00 0.01 0.00 0.33
H -1.07538 -3.36791 3.78915 -0.02 0.00 0.01 0.45
H 0.40786 -3.03377 1.14810 0.01 -0.02 -0.03 0.02
H 0.82379 4.38172 3.47739 0.00 0.00 0.00 0.42
H -0.11030 2.85933 0.90337 0.00 0.02 0.00 0.32
```
Forces are in eV/Å.

Computed properties:
HOMO-LUMO gap (eV): 6.5
Multiplicity: 1
Net charge: -2